1.
Formula: C41H23CuF15GeN4SSi
Source: the OMol25 dataset
Level of theory: ωB97M-V/def2-TZVPD

XYZ file:
```
87
C41H23CuF15GeN4SSi ωB97M-V/def2-TZVPD
Cu 0.22433 -0.63636 -3.13136
C 2.93326 -1.35071 -4.29090
N 2.52262 -0.92619 -2.96502
C 2.93648 -1.88757 -1.95464
C 2.99964 0.42307 -2.66654
C 2.15786 1.47002 -3.36095
C 2.71916 2.70739 -3.65595
C 1.95214 3.70503 -4.23861
C 0.61817 3.44882 -4.52430
C 0.07128 2.20763 -4.22113
C 0.81437 1.17898 -3.63767
H 4.03018 -1.45033 -4.35680
H 2.60147 -0.61791 -5.02647
H 2.47411 -2.31185 -4.52218
H 4.03428 -1.96203 -1.89589
H 2.52872 -2.86699 -2.20350
H 2.54612 -1.58129 -0.98622
H 4.06219 0.52682 -2.95000
H 2.93015 0.56361 -1.58497
H 3.76203 2.89456 -3.42129
H 2.38866 4.67208 -4.46095
H -0.00069 4.21864 -4.97296
H -0.98055 2.04796 -4.43637
F 0.49610 2.67873 4.44962
C 1.75915 2.52669 4.01246
C 2.10473 1.47524 3.18324
C 3.44741 1.38727 2.84817
F 3.88865 0.36831 2.09082
C 4.39722 2.29801 3.28053
F 5.69054 2.17079 2.93951
C 4.00257 3.35297 4.08628
F 4.90790 4.25081 4.51816
C 2.67436 3.46778 4.45892
F 2.29411 4.47811 5.25996
Ge 0.85859 0.17605 2.27734
S 0.92943 0.34198 0.19623
C -0.97359 0.52490 2.99985
C -1.56409 1.74095 2.69218
F -0.84898 2.69816 2.08679
C -2.88010 2.04125 2.99212
F -3.40582 3.23593 2.68668
C -3.66505 1.08835 3.62303
F -4.94798 1.35671 3.91965
C -3.11699 -0.14125 3.94359
F -3.87429 -1.07641 4.54147
C -1.79074 -0.39666 3.62833
F -1.34333 -1.62903 3.94414
C 1.48063 -1.50140 3.17251
C 1.83131 -2.65543 2.49313
F 1.69800 -2.75103 1.17062
C 2.33738 -3.77292 3.14562
F 2.67733 -4.87507 2.46045
C 2.50025 -3.74866 4.52006
F 2.99111 -4.82298 5.16259
C 2.15625 -2.61167 5.23254
F 2.30741 -2.58835 6.56803
C 1.65650 -1.52186 4.54482
F 1.31584 -0.44481 5.28061
C -3.42308 3.98560 -1.29309
C -2.39440 3.31384 -0.64536
C -2.02214 2.04453 -1.05976
C -2.68079 1.40001 -2.11188
C -3.71524 2.09138 -2.74346
C -4.08219 3.37091 -2.34732
Si -2.11591 -0.32751 -2.66859
C -2.88124 -1.56340 -1.44615
C -3.91163 -2.41859 -1.84243
C -4.44526 -3.36552 -0.97805
C -3.95620 -3.47613 0.31390
C -2.92624 -2.64248 0.72702
C -2.39241 -1.70462 -0.14350
H -3.70765 4.98218 -0.97733
H -1.86809 3.78531 0.17612
H -1.19665 1.54766 -0.56276
H -4.24386 1.61844 -3.56285
H -4.88716 3.88704 -2.85964
H -2.94716 -0.57713 -3.90051
H -4.29589 -2.35042 -2.85280
H -5.23161 -4.02760 -1.32071
H -4.36026 -4.22008 0.99043
H -2.52094 -2.74548 1.72574
H -1.55981 -1.08813 0.17973
N -1.98511 -6.48259 -3.83164
C -1.41741 -5.64768 -3.26145
N -0.73918 -4.79674 -2.54412
C -0.40638 -3.62122 -2.90254
N -0.00383 -2.56645 -3.20239
```

energy above the lowest of the compared OMol25 structures with the same formula, charge and spin = 0.0 kcal per mole
energy = -7698.31209 Eh
multiplicity = 2
expectation value of S² = 0.757
charge = -2
gap between HOMO and LUMO (alpha / beta) = 5.00 / 6.83 eV
HOMO energy (alpha / beta) = -1.3 / -3.1 eV



2.
Formula: C41H28HfN4O7S4
Source: the OMol25 dataset
Level of theory: ωB97M-V/def2-TZVPD

XYZ file:
```
85
C41H28HfN4O7S4 ωB97M-V/def2-TZVPD
Hf -0.04318 0.20728 -1.06733
O 0.53698 1.30748 4.99481
C 0.51614 0.93205 3.69833
C 1.61623 1.10444 2.85820
C 1.48100 0.70440 1.54745
N 0.36455 0.13552 1.12142
C -0.70960 0.01680 1.89238
C -0.68142 0.40018 3.21281
C -1.93531 -0.49018 1.13031
O -2.98626 -0.65295 1.69491
O -1.68196 -0.70040 -0.14453
C 2.47173 0.97330 0.41971
O 3.57457 1.40099 0.64203
O 1.93988 0.71171 -0.75118
H 1.39561 1.68765 5.21446
H 2.53461 1.57540 3.18599
H -1.55900 0.32104 3.83803
C -1.27552 -5.40550 -3.64027
C -1.94228 -4.72263 -2.62950
C -1.41060 -3.55321 -2.11044
C -0.20391 -3.09272 -2.61027
C 0.46998 -3.74343 -3.62495
C -0.08052 -4.91103 -4.14004
N 0.37293 -1.89986 -2.00405
N 1.33149 -1.15937 -2.79282
C 0.73263 -0.17552 -3.51380
C 1.45704 0.43075 -4.57936
C 0.82969 1.33338 -5.37610
C -0.51854 1.68938 -5.13662
C -1.13384 1.15728 -4.05153
N -0.53204 0.25975 -3.21862
H -1.69024 -6.32195 -4.03876
H -2.88196 -5.09835 -2.24652
H -1.91468 -2.99463 -1.33140
H 1.40219 -3.34085 -3.99488
H 0.43422 -5.43624 -4.93407
H 2.47896 0.11731 -4.73766
H 1.36750 1.78228 -6.20199
H -1.04372 2.38691 -5.77134
H -2.14955 1.42037 -3.78626
C 3.12407 -3.19996 6.06054
C 2.89340 -4.61766 6.50831
O 3.14765 -5.02288 7.60816
S 2.20790 -5.80624 5.34240
C 1.90670 -4.83559 3.88768
C 0.70570 -4.14716 3.74199
C 0.44582 -3.44041 2.58096
C 1.38261 -3.42586 1.54589
C 2.58872 -4.11047 1.69540
C 2.84490 -4.81491 2.85860
C 1.06689 -2.77160 0.31406
C 0.81006 -2.21980 -0.72149
H 3.58104 -2.65782 6.88406
H 2.18043 -2.73063 5.78069
H 3.77229 -3.17557 5.18436
H -0.02636 -4.17430 4.53879
H -0.49253 -2.91276 2.46222
H 3.31418 -4.08784 0.89349
H 3.77461 -5.35631 2.97444
O -0.77504 1.93679 -0.61439
C -1.14392 3.28367 -0.68770
C -0.02949 4.09685 -1.31808
C 0.21256 5.43435 -1.19041
C 1.30231 5.87079 -1.98936
C 1.86536 4.85170 -2.69748
S 1.08265 3.36998 -2.39807
C -1.42934 3.76557 0.72333
C -2.63717 3.90964 1.33697
C -2.52121 4.22907 2.71853
C -1.22388 4.31746 3.12012
S -0.14128 4.02699 1.83297
C -2.41101 3.35771 -1.52619
C -3.37029 2.39259 -1.61428
C -4.45855 2.77919 -2.44515
C -4.29535 4.02980 -2.96009
S -2.82796 4.73898 -2.44938
H -0.36644 6.08064 -0.54555
H 1.65627 6.89060 -2.02593
H 2.71546 4.89103 -3.35867
H -3.57708 3.79361 0.81713
H -3.36378 4.38327 3.37638
H -0.84924 4.55291 4.10351
H -3.30240 1.44421 -1.09763
H -5.31616 2.15462 -2.64895
H -4.95691 4.56888 -3.61874
```

energy above the lowest of the compared OMol25 structures with the same formula, charge and spin = 0.0 kcal per mole
energy = -3965.82165 Eh
charge = 0
gap between HOMO and LUMO = 7.70 eV
HOMO energy = -8.2 eV